1.
13
Properties=species:S:1:pos:R:3 method="wB97M-V/def2-TZVPD" lumo_ev=0.69 max_force_ev_per_a=0.558 energy_ha=-340.6915
N 2.151 -0.555 -1.278
C 1.090 -0.294 -0.646
O -0.056 -0.105 -1.308
C -1.260 -0.215 -0.538
C -1.171 0.690 0.673
C 0.043 0.404 1.527
N 1.010 -0.121 0.780
H 2.948 -0.606 -0.647
H 1.880 -0.353 1.250
H -1.391 -1.262 -0.233
H -2.067 0.046 -1.224
H -1.100 1.744 0.361
H -2.077 0.627 1.284


2.
13
Properties=species:S:1:pos:R:3 method="wB97M-V/def2-TZVPD" lumo_ev=0.54 max_force_ev_per_a=0.983 energy_ha=-340.6099
C 0.031 -1.696 0.004
C 0.668 -0.603 -0.825
N 1.804 -0.125 -0.367
O 1.488 1.293 -0.232
C 0.124 1.279 -0.303
N -0.506 1.729 0.816
C -0.314 0.382 -1.234
H 0.727 -2.272 0.617
H -0.518 -1.038 0.734
H -0.748 -2.302 -0.461
H -1.475 1.475 0.966
H 0.063 1.799 1.653
H -1.343 0.079 -1.368


3.
13
Properties=species:S:1:pos:R:3 method="wB97M-V/def2-TZVPD" lumo_ev=0.71 max_force_ev_per_a=1.136 smiles="[H]/N=C/OCCC#N" energy_ha=-340.7313
N 0.076 -0.040 -2.297
C 0.632 0.544 -1.332
O -0.053 1.292 -0.425
C -0.956 0.600 0.420
C -0.186 -0.141 1.526
C 0.320 -1.453 1.106
N 0.702 -2.494 0.777
H 0.803 -0.525 -2.819
H 1.705 0.534 -1.121
H -1.589 -0.084 -0.156
H -1.581 1.371 0.876
H 0.662 0.485 1.828
H -0.818 -0.285 2.408


4.
13
Properties=species:S:1:pos:R:3 method="wB97M-V/def2-TZVPD" lumo_ev=0.64 max_force_ev_per_a=2.566 energy_ha=-340.7040
C -0.162 -0.191 2.418
C 0.259 0.375 1.295
C 1.064 -0.196 0.199
N 0.802 -0.395 -1.033
C -0.536 -0.023 -1.373
N -0.735 -0.058 -2.707
O -1.396 0.293 -0.573
H 0.021 -1.220 2.660
H 0.671 1.235 1.777
H -0.494 0.509 3.188
H 2.085 -0.400 0.514
H -1.618 0.289 -3.034
H 0.038 -0.218 -3.329


5.
13
Properties=species:S:1:pos:R:3 method="wB97M-V/def2-TZVPD" lumo_ev=0.96 max_force_ev_per_a=1.616 smiles=Nc1cc[nH]c1O energy_ha=-340.7370
N 1.020 0.472 1.621
C 0.180 0.143 0.517
C 0.517 0.401 -0.774
O 1.484 1.232 -1.215
N -0.349 -0.263 -1.595
C -1.327 -0.865 -0.820
C -1.041 -0.572 0.491
H 1.644 -0.323 1.751
H 0.480 0.520 2.482
H 1.801 1.631 -0.385
H -0.324 -0.242 -2.600
H -2.074 -1.499 -1.280
H -1.702 -0.310 1.293


6.
13
Properties=species:S:1:pos:R:3 method="wB97M-V/def2-TZVPD" total_charge=+2 lumo_ev=-10.05 max_force_ev_per_a=4.043 energy_ha=-339.9626
C -0.722 -2.101 -0.292
C -0.231 0.301 -0.420
C -0.977 -3.433 -0.182
C 1.020 3.171 0.037
N -0.512 -0.952 -0.384
N 0.020 1.420 -0.454
O 1.656 3.044 1.106
H -0.483 -4.014 -0.983
H -2.062 -3.633 -0.244
H -0.616 -3.840 0.780
H 0.069 3.707 -0.042
H 1.583 2.997 -0.880
H 1.254 3.332 1.956


7.
14
Properties=species:S:1:pos:R:3 method="wB97M-V/def2-TZVPD" lumo_ev=0.63 max_force_ev_per_a=6.339 smiles="[H]/N=C1/NOC[C@H]2O[C@H]12" energy_ha=-415.7493
C 0.539 1.027 0.558
C -1.016 -1.086 -0.915
C -0.008 -1.225 0.147
C 1.025 -0.197 0.170
H 2.150 2.088 1.451
H -1.390 1.760 -0.015
H -1.009 -1.449 -1.883
H -1.810 -1.602 -0.243
H -0.492 -1.193 1.144
H 1.383 -0.016 -0.824
N 1.157 2.108 0.943
N -0.859 0.948 0.175
O -1.038 0.322 -1.174
O 1.368 -1.486 0.466


8.
14
Properties=species:S:1:pos:R:3 method="wB97M-V/def2-TZVPD" lumo_ev="-0.49 / -0.49" max_force_ev_per_a=3.945 smiles="C/C(CN=C=O)=N/O" energy_ha=-415.8666
C 1.059 -0.699 -0.483
C -1.342 -1.177 0.386
C -0.122 -0.339 0.339
O 1.071 1.393 1.250
N -0.201 0.926 0.773
N 0.638 0.226 -1.540
C 0.142 1.358 -1.185
O -0.155 2.417 -1.600
H 0.825 2.204 1.714
H 2.015 -0.431 -0.033
H 1.038 -1.713 -0.875
H -1.618 -1.323 1.434
H -2.170 -0.684 -0.124
H -1.179 -2.158 -0.057


9.
14
Properties=species:S:1:pos:R:3 method="wB97M-V/def2-TZVPD" lumo_ev="0.12 / 0.12" max_force_ev_per_a=4.327 energy_ha=-415.7815
C 2.150 0.203 0.170
C -0.869 1.045 0.621
C -1.727 -0.125 0.366
C 0.819 -0.153 -0.195
N 1.610 0.481 -1.145
N 0.175 -1.412 -0.199
O 3.050 0.598 0.912
O -0.901 -1.326 0.697
H -0.733 1.818 -0.180
H -0.700 1.165 1.649
H -2.626 -0.382 1.099
H -2.045 -0.193 -0.684
H 1.828 0.079 -2.045
H -0.031 -1.799 -1.066